(1)
{
  "formula": "C27H34N3O4PTm",
  "method": "the ωB97M-V functional and the def2-TZVPD basis",
  "elements": ["C", "C", "N", "C", "C", "C", "C", "C", "P", "H", "H", "H", "C", "C", "H", "H", "H", "C", "C", "H", "H", "H", "H", "H", "H", "H", "H", "H", "H", "H", "H", "C", "O", "Tm", "O", "H", "H", "N", "C", "C", "C", "C", "C", "C", "N", "C", "C", "C", "C", "C", "C", "C", "O", "O", "C", "C", "H", "H", "H", "H", "H", "H", "H", "H", "H", "H", "H", "H", "H", "H"],
  "positions_angstrom": [[3.05509, 0.58570, -0.20852], [2.40165, 1.11110, -1.52144], [1.06066, 1.05620, -1.59402], [0.34088, 1.58519, -2.66488], [1.10492, 2.10611, -3.73168], [2.48315, 2.10341, -3.70827], [3.14635, 1.58706, -2.58459], [-1.10059, 1.53514, -2.58831], [-2.00160, 0.83796, -1.26033], [4.22809, 1.54742, -2.51617], [0.55151, 2.52162, -4.58352], [3.06449, 2.51188, -4.53546], [2.60571, -1.82400, -0.37126], [2.51038, -0.76056, 1.84646], [-1.64036, 1.95382, -3.45001], [3.08619, 1.39524, 0.53706], [4.10873, 0.31081, -0.38706], [-3.09696, -0.52749, -1.73613], [-3.04221, 2.03506, -0.39035], [-3.56837, -1.01188, -0.86780], [-3.89765, -0.17014, -2.39934], [-2.54215, -1.31774, -2.25879], [-3.52518, 1.58361, 0.48547], [-2.45216, 2.88681, -0.03125], [-3.82575, 2.42052, -1.05470], [3.54750, -0.99939, 2.12766], [2.19924, 0.14986, 2.37734], [1.88285, -1.58050, 2.22864], [3.64741, -2.16697, -0.27121], [1.96434, -2.62119, 0.01464], [2.36553, -1.69313, -1.43576], [-1.39092, -0.91687, 1.86577], [-2.08996, -1.33777, 2.70106], [0.05238, -0.30425, 0.02382], [0.25823, 1.87598, 0.98391], [-0.36717, 2.27667, 1.61169], [0.55561, 2.61377, 0.40725], [2.32811, -0.58395, 0.38133], [-3.25283, -7.85486, -0.74072], [-3.53341, -6.44135, -0.32684], [-4.43840, -5.65148, -1.03726], [-4.72692, -4.33610, -0.66687], [-4.06967, -3.78587, 0.43097], [-3.09374, -4.55394, 1.08529], [-2.39815, -3.92066, 2.09881], [-1.02742, -4.00596, 2.36232], [-0.61639, -4.12230, 3.70008], [0.73208, -4.39188, 3.94646], [1.65471, -4.51077, 2.89834], [1.24651, -4.31521, 1.58465], [-0.07996, -4.00431, 1.33391], [-0.50436, -3.60010, -0.05134], [-0.85503, -4.45349, -0.87111], [-0.44299, -2.31220, -0.30500], [-2.86579, -5.90776, 0.77897], [-1.94278, -6.76546, 1.57008], [-2.19031, -8.00641, -0.98537], [-3.50637, -8.56464, 0.06047], [-3.85830, -8.08552, -1.62460], [-4.92492, -6.11182, -1.90350], [-5.44328, -3.73386, -1.22359], [-4.22474, -2.76790, 0.79045], [-2.93008, -3.34339, 2.74398], [-1.39694, -4.05724, 4.46178], [1.02750, -4.55171, 4.98537], [2.70016, -4.77592, 3.08552], [1.90156, -4.44481, 0.70919], [-1.06572, -7.04683, 0.97002], [-1.58899, -6.26654, 2.46788], [-2.45279, -7.68352, 1.89225]],
  "atomic_forces_ev_per_a": [[0.2036, -0.1351, -0.1321], [-0.5334, -0.7329, 0.4324], [-0.3214, 0.1877, -0.0662], [0.7548, -0.7078, 0.9862], [-1.3201, 0.4437, -0.6335], [0.4945, -0.1784, 0.5125], [0.2583, 0.3226, -0.3138], [0.6583, 1.0192, -2.0464], [-0.3129, -1.1389, 1.6933], [-0.0874, 0.1457, -0.1646], [0.3909, -0.1597, 0.3076], [-0.2552, -0.1679, 0.1653], [0.1581, -0.5378, -0.0793], [0.0935, 0.1773, 0.2006], [0.3108, -0.1325, 0.2598], [-0.1787, -0.1759, -0.2201], [-0.3167, 0.1191, -0.1148], [-0.5552, -0.0716, -1.0248], [-0.3312, 0.8112, -0.2686], [0.3047, 0.3723, -0.0193], [0.1285, -0.1593, 0.1305], [-0.0144, 0.2285, 0.1162], [0.1479, -0.1701, -0.3053], [-0.0765, -0.1402, -0.1758], [0.0887, -0.0167, 0.2009], [-0.2198, 0.1094, -0.1853], [0.2231, -0.0550, -0.2097], [0.1085, -0.0266, -0.3618], [-0.1555, 0.3232, -0.0328], [0.2586, 0.3192, -0.1221], [0.1439, 0.0553, 0.2040], [-4.1526, -2.2151, 5.3082], [3.5190, 2.6661, -4.2639], [0.4669, -1.3125, -0.0538], [-0.1832, 0.7552, 0.0974], [0.3023, -0.0613, -0.0259], [-0.1749, -0.6116, 0.4256], [0.2597, 0.6348, -0.3576], [-0.2165, -0.1602, -0.2271], [-0.0204, 0.3393, 0.0695], [-0.1077, -0.0957, -0.2974], [0.0601, 0.0034, 0.3023], [0.5035, -0.6954, -0.4348], [-0.9391, -0.5720, -0.7990], [0.7922, 1.1032, 1.4147], [-0.4909, -0.1374, 0.4306], [0.6368, -0.0793, -0.7372], [-0.3740, 0.2413, 0.4170], [0.4643, -0.2190, 0.0015], [0.0421, -0.1558, 0.0004], [-0.5162, 0.5103, -0.1211], [-0.9064, -3.4090, -1.5357], [0.9209, 2.1358, 1.2165], [0.0939, 1.6333, 0.0199], [-0.4442, 0.8490, -0.2283], [0.2803, -0.2906, 0.2096], [-0.2999, 0.0893, 0.0535], [0.0337, 0.1547, -0.2537], [0.2244, -0.1730, 0.2016], [0.0752, 0.3362, 0.2921], [0.0499, -0.2642, 0.0863], [-0.1480, -0.1207, -0.2300], [0.0839, -0.6698, -0.1904], [0.4915, -0.2141, 0.0104], [0.1520, 0.0646, -0.3761], [-0.4685, 0.0457, 0.1266], [-0.0691, -0.0219, 0.7372], [-0.1474, -0.0326, 0.1587], [-0.0134, -0.1357, -0.0034], [0.1713, 0.1566, -0.1775]],
  "lowdin_spin": [0.000, 0.024, 0.084, 0.020, 0.116, -0.007, 0.120, 0.489, 0.072, 0.005, 0.003, -0.003, 0.000, 0.000, 0.019, 0.000, 0.000, 0.021, 0.024, 0.003, 0.000, 0.000, 0.002, 0.000, 0.000, 0.000, 0.000, 0.000, 0.000, 0.000, 0.000, -0.003, 0.000, 2.019, -0.001, 0.000, 0.000, -0.004, 0.000, 0.000, 0.000, 0.000, 0.000, 0.000, 0.000, 0.000, 0.000, 0.000, 0.000, 0.000, 0.000, 0.000, -0.001, -0.004, 0.000, 0.000, 0.000, 0.000, 0.000, 0.000, 0.000, 0.000, 0.000, 0.000, 0.000, 0.000, 0.000, 0.000, 0.000, 0.000],
  "charge": 2,
  "spin_multiplicity": 4
}

(2)
{
  "formula": "C25H49N7O34S6",
  "method": "the ωB97M-V functional and the def2-TZVPD basis",
  "elements": ["C", "N", "O", "O", "H", "H", "H", "C", "N", "O", "O", "H", "H", "H", "C", "N", "O", "O", "H", "H", "H", "C", "N", "O", "O", "H", "H", "H", "C", "N", "O", "O", "H", "H", "H", "C", "C", "O", "S", "O", "O", "O", "H", "H", "H", "H", "C", "C", "O", "S", "O", "O", "O", "H", "H", "H", "H", "C", "C", "O", "S", "O", "O", "O", "H", "H", "H", "H", "C", "C", "O", "S", "O", "O", "O", "H", "H", "H", "H", "C", "C", "O", "S", "O", "O", "O", "H", "H", "H", "H", "C", "C", "O", "S", "O", "O", "O", "H", "H", "H", "H", "N", "C", "C", "C", "C", "H", "H", "H", "H", "H", "N", "C", "C", "C", "C", "H", "H", "H", "H", "H"],
  "positions_angstrom": [[-2.94272, -1.50237, -2.76627], [-2.31458, -2.84535, -2.63894], [-1.12814, -2.96120, -2.89682], [-3.01433, -3.77922, -2.28756], [-3.20948, -1.17655, -1.76167], [-3.80342, -1.60857, -3.41669], [-2.18302, -0.83908, -3.15202], [0.65374, 4.08371, -1.43460], [1.04147, 5.15201, -2.39098], [0.78160, 6.29827, -2.08473], [1.61598, 4.80675, -3.40300], [1.35446, 4.09496, -0.60117], [0.78092, 3.10101, -1.88147], [-0.40092, 4.22880, -1.22374], [0.39135, 0.57621, 3.72906], [1.71045, 0.70237, 4.40473], [2.61538, 0.03001, 3.94702], [1.81349, 1.49440, 5.31893], [0.47471, 1.16493, 2.82261], [-0.36726, 1.01387, 4.37221], [0.12596, -0.46620, 3.61082], [-1.29708, -4.55345, 0.30139], [0.14200, -4.78939, 0.65613], [0.94267, -4.72634, -0.26306], [0.42916, -4.92871, 1.82285], [-1.71178, -5.54057, 0.10880], [-1.28483, -3.92877, -0.57746], [-1.79277, -4.12539, 1.16553], [-4.92015, -0.99237, 3.72972], [-3.42145, -0.98449, 3.69373], [-2.87810, -1.85974, 3.05485], [-2.86662, -0.09044, 4.29541], [-5.21220, -2.03722, 3.65340], [-5.23000, -0.51409, 2.80471], [-5.26414, -0.55641, 4.65621], [-2.19724, 6.41773, 3.38862], [-2.77505, 6.34998, 1.99011], [-1.96190, 5.31787, 1.39120], [-1.72245, 4.15894, 2.43771], [-0.37879, 3.73818, 2.43923], [-2.74869, 3.18885, 2.36370], [-1.98644, 5.05719, 3.74504], [-2.85263, 6.90209, 4.10773], [-1.25050, 6.96201, 3.34903], [-2.65852, 7.26648, 1.42137], [-3.81132, 6.01075, 1.94910], [-0.20813, -3.12437, 4.65603], [1.24942, -3.62084, 4.81859], [1.17551, -4.70439, 5.74413], [-0.27797, -5.33715, 5.65187], [-0.62342, -5.94507, 6.87195], [-0.43156, -6.00179, 4.40930], [-1.02747, -3.92937, 5.51555], [-0.56682, -3.16431, 3.62949], [-0.29987, -2.10781, 5.03272], [1.88106, -2.85182, 5.26325], [1.73704, -3.81226, 3.86375], [0.80020, -0.15026, -6.68615], [-0.24265, -0.86747, -5.83887], [-1.11961, 0.16149, -5.32363], [-0.30671, 1.52041, -5.14305], [0.36531, 1.46158, -3.89195], [-1.12549, 2.61241, -5.45953], [0.74639, 1.24513, -6.28803], [0.53499, -0.07946, -7.73665], [1.79194, -0.54710, -6.49470], [0.10786, -1.34964, -4.92739], [-0.86395, -1.51625, -6.44908], [-4.69891, 2.70075, -0.47411], [-5.75449, 2.64090, -1.59200], [-5.16862, 3.30757, -2.71711], [-3.61584, 3.56847, -2.50461], [-3.23521, 4.83060, -2.99511], [-2.93227, 2.41158, -2.96908], [-3.69681, 3.62469, -0.91038], [-4.19552, 1.75093, -0.28574], [-5.13662, 3.03716, 0.46244], [-6.65661, 3.21109, -1.38523], [-6.01068, 1.60706, -1.81812], [4.86807, -3.10798, -3.78177], [4.57643, -2.26336, -5.02024], [3.20038, -1.93806, -4.98183], [2.49889, -2.41468, -3.60784], [1.76095, -3.58600, -3.87345], [1.86643, -1.31213, -2.98510], [3.85111, -2.72904, -2.85247], [5.84434, -2.96880, -3.32942], [4.78233, -4.17320, -4.01290], [4.85472, -2.80016, -5.92943], [5.19810, -1.36457, -5.06782], [3.75381, -1.87303, 0.90089], [4.03745, -3.33016, 0.56790], [4.11037, -3.95834, 1.85619], [4.90848, -2.97559, 2.83111], [6.30569, -3.10795, 2.63459], [4.35067, -3.11289, 4.12203], [4.41122, -1.62921, 2.15183], [2.67782, -1.74303, 1.06183], [4.07003, -1.12326, 0.18267], [5.02448, -3.44553, 0.11003], [3.25308, -3.79135, -0.01848], [3.78611, 2.72720, -0.42810], [3.59190, 3.45002, 0.72672], [2.66685, 2.78145, 1.47744], [2.17426, 1.67564, 0.70900], [2.91165, 1.67804, -0.44569], [4.36086, 3.01138, -1.20010], [4.18341, 4.31912, 0.95718], [2.32382, 3.10348, 2.44806], [1.42036, 0.99874, 1.07047], [2.84708, 1.06288, -1.33143], [-0.35264, 0.15431, -1.32351], [-0.15661, -0.94946, -0.53343], [-0.81975, -0.73578, 0.64963], [-1.46346, 0.52935, 0.55372], [-1.20314, 1.01774, -0.69713], [0.00006, 0.27533, -2.25996], [0.49729, -1.73465, -0.87667], [-0.90159, -1.40791, 1.48831], [-2.12496, 0.96278, 1.28826], [-1.42764, 1.93476, -1.21039]],
  "atomic_forces_ev_per_a": [[0.3627, 0.0134, 0.2363], [0.3036, -0.6199, -0.1357], [-0.3181, 0.3110, 0.0105], [-0.1610, 0.4081, 0.0061], [-0.1321, -0.1159, -0.0249], [-0.0656, 0.0522, 0.0525], [-0.0562, 0.1290, -0.2178], [-0.0122, -0.7347, -0.2481], [0.1777, -0.2805, -0.0015], [-0.0062, -0.0978, -0.0432], [0.0810, 0.1880, -0.1065], [-0.4119, 0.4678, 0.3357], [0.0173, 0.2240, -0.4595], [0.1412, 0.2316, 0.5619], [-0.5302, 0.4677, 0.7615], [0.1169, -0.1485, -0.1826], [-0.1191, 0.0221, 0.1849], [0.0133, -0.0844, -0.0433], [-0.1569, -0.2833, -0.2106], [0.1517, 0.1960, 0.0243], [0.3826, -0.0732, -0.4892], [0.3567, -0.5578, 0.3065], [-0.0353, 0.9854, -0.0763], [-0.0143, -0.2593, 0.1295], [0.0275, -0.1806, -0.0922], [-0.0746, 0.0781, -0.2122], [-0.1507, -0.0241, -0.0732], [0.0677, 0.1325, -0.0027], [0.3277, -0.9375, -0.4064], [-0.4433, 0.1812, 0.3224], [0.1326, 0.0396, -0.0436], [0.1999, -0.0925, -0.0956], [-0.0029, 0.0207, 0.1074], [-0.1512, 0.3796, 0.2380], [0.0066, 0.3690, -0.1274], [-0.0702, 0.6718, -0.2678], [-0.1469, -0.2456, -0.0453], [0.2785, -0.0329, -0.4022], [-0.1176, 0.5275, 0.9188], [0.6496, -0.0328, -0.3979], [-0.6986, -0.3686, -0.2004], [-0.0404, -0.2564, -0.0111], [-0.0724, -0.2312, 0.0831], [0.0773, -0.1700, 0.1484], [0.1447, -0.0697, -0.0981], [-0.0443, 0.1198, 0.1769], [0.0775, 0.6463, 0.0422], [0.1861, 1.2296, -0.1244], [0.1088, -0.6012, -0.0684], [-0.0519, 0.7873, -0.6416], [-0.0190, -0.1753, 0.5349], [0.0485, -0.4970, -0.1529], [0.1443, -0.2701, 0.1390], [0.0075, -0.2085, 0.0186], [-0.1259, 0.0031, -0.0405], [-0.1331, -0.1260, 0.3105], [-0.2561, -0.8639, 0.0602], [-0.1602, 0.7933, 0.1961], [-0.7209, 0.1612, 0.6059], [-0.2844, 0.4154, -0.5752], [0.2276, -0.8899, 0.1540], [0.2483, 0.0524, 0.5110], [-0.3431, 0.5661, -0.3493], [0.2091, 0.0461, 0.0985], [0.1460, -0.6073, -0.1023], [0.0846, 0.0931, -0.2201], [0.4828, -0.4238, -0.4308], [0.0517, -0.2047, 0.1723], [0.0614, -0.4275, 0.4122], [0.0794, 0.1685, -0.0084], [-0.0377, 0.1182, -0.2740], [-0.2813, -0.4890, -0.2713], [-0.0949, 0.5451, 0.0938], [0.1689, -0.2905, 0.4261], [0.0479, 0.2314, -0.2141], [-0.1816, -0.1123, -0.1646], [0.2435, 0.2787, -0.0060], [-0.0112, -0.1024, 0.2626], [0.0356, 0.0564, -0.2575], [-0.0969, -0.7329, -0.3802], [1.5239, 0.0930, -0.4000], [-0.4274, 0.0797, 0.1868], [0.3416, 0.1836, -0.4053], [-0.0955, -0.5087, -0.1296], [0.1053, 0.2824, 0.0835], [-0.0145, 0.1317, 0.5399], [-0.0722, 0.4043, 0.0630], [-0.2202, 0.0421, 0.0883], [-0.5402, -0.2155, 0.0206], [-0.4275, 0.2405, 0.3782], [-0.9182, 0.0282, 0.1818], [0.7881, 0.2663, -0.1386], [-0.1219, 0.0199, 0.1568], [-0.5080, -0.0495, -0.2899], [0.3154, -0.0280, -0.1237], [-0.0760, 0.0273, 0.3246], [0.2907, 0.0160, 0.1062], [0.0888, 0.0923, 0.0741], [0.2629, -0.1475, -0.1068], [-0.1607, -0.0247, -0.2507], [-0.0599, -0.1770, 0.0629], [-0.3953, 0.3860, 0.2198], [0.4398, -0.3999, 0.0709], [-0.5246, 0.2105, -0.1146], [0.8125, 0.6721, 0.5983], [-0.2645, -0.4919, -0.5784], [-0.0143, -0.0278, -0.0064], [0.0177, 0.0082, -0.0382], [-0.0243, -0.0641, 0.0054], [-0.0230, -0.2612, -0.4963], [-0.0354, -0.1158, 0.1058], [-0.3469, -0.6087, 0.1821], [0.4134, 0.3454, -0.0645], [-0.1401, -0.1453, -0.0303], [-0.6428, -0.3040, 0.0362], [0.7901, 0.4282, -0.2797], [0.1294, 0.0807, -0.0071], [-0.1314, -0.1079, 0.0890], [0.1351, -0.0602, -0.0150], [0.1563, 0.1426, 0.0440], [-0.2719, 0.0679, 0.2113]],
  "mulliken_charge": [-0.491, 0.872, -0.349, -0.602, 0.297, 0.350, -0.157, 0.309, 1.112, -0.635, -0.601, 0.039, -0.201, -0.011, 0.789, 0.997, -0.503, -0.619, -0.396, 0.339, -0.629, -0.272, 0.995, -0.590, -0.528, 0.382, -0.194, 0.189, -0.896, 0.973, -0.455, -0.509, 0.337, 0.241, 0.320, -0.415, -0.369, -0.181, 1.160, -0.511, -0.586, -0.321, 0.334, 0.282, 0.347, 0.245, 0.172, 0.089, -0.369, 1.081, -0.594, -0.500, -0.435, -0.124, 0.379, 0.350, -0.039, -0.098, 0.179, -0.353, 0.991, -0.258, -0.633, -0.368, 0.331, 0.067, -0.313, 0.375, 0.042, -0.333, -0.374, 1.024, -0.629, -0.329, -0.173, -0.156, 0.375, 0.288, 0.282, -0.513, -0.436, -0.289, 0.973, -0.637, -0.502, -0.112, 0.346, 0.325, 0.305, 0.311, 0.061, -0.103, -0.376, 1.084, -0.600, -0.484, -0.235, -0.104, 0.280, 0.314, 0.188, 0.260, -1.278, -0.743, 2.069, -1.832, 0.210, 0.408, 0.426, -0.322, 0.711, 2.636, -1.108, -0.365, -0.772, -0.338, -0.699, 0.547, 0.122, 0.554, -0.115]
}

What are the energy values for these records? In order: -80016.9067, -171757.4533 eV.